Arrangement P

{
  "formula": "C3H11N2OS",
  "method": "the ωB97M-V functional and the def2-TZVPD basis",
  "elements": ["N", "C", "C", "S", "C", "N", "H", "H", "H", "H", "H", "H", "H", "H", "H", "H", "H", "O"],
  "coordinates": [[0.15, 0.89, -0.97], [-0.46, -0.19, -0.18], [-1.76, -0.71, -0.77], [-1.50, -1.51, -2.37], [-0.48, 0.15, 1.33], [0.69, 0.85, 1.85], [0.00, 0.70, -1.95], [-0.25, 1.76, -0.64], [0.18, -1.07, -0.21], [-2.12, -1.44, -0.04], [-2.54, 0.07, -0.80], [-1.36, 0.73, 1.61], [-0.53, -0.82, 1.81], [0.79, 1.74, 1.37], [1.55, 0.34, 1.67], [2.82, 0.15, -0.95], [2.01, -1.07, -0.45], [2.83, -0.58, -0.31]],
  "charge": -1,
  "e_lumo_ev": 3.9280
}



Arrangement Q

{
  "formula": "C3H11N2OS",
  "method": "the ωB97M-V functional and the def2-TZVPD basis",
  "elements": ["C", "C", "S", "N", "C", "N", "H", "H", "H", "H", "H", "H", "H", "H", "H", "H", "H", "O"],
  "coordinates": [[0.78, 0.24, -0.92], [0.24, 1.21, 0.14], [0.72, 2.92, -0.29], [-0.71, -2.53, 0.85], [-1.85, -2.09, 0.41], [-2.89, -1.66, 1.34], [0.40, 0.65, -1.85], [1.86, 0.18, -0.86], [0.66, 1.02, 1.14], [-0.86, 1.20, 0.17], [0.34, -0.77, -0.81], [-2.20, -2.09, -0.63], [-0.89, -1.31, 1.01], [-3.65, -2.33, 1.27], [-2.46, -1.80, 2.25], [2.99, 2.28, -0.50], [3.67, 2.70, -1.76], [3.84, 2.17, -0.98]],
  "charge": -1,
  "e_lumo_ev": 3.1014
}



Verdict on stability: arrangement P comes out on top.



Arrangement P

{
  "formula": "C3H8NS",
  "method": "the ωB97M-V functional and the def2-TZVPD basis",
  "elements": ["C", "C", "C", "N", "S", "H", "H", "H", "H", "H", "H", "H", "H"],
  "coordinates": [[1.29, 0.96, 1.49], [0.21, -0.29, 0.13], [-0.74, -1.33, -0.06], [-0.08, 0.83, 0.95], [1.80, -0.40, 0.72], [0.07, 0.59, -3.52], [1.72, 1.99, 1.68], [0.01, -0.08, -2.96], [-0.53, -2.16, 0.61], [-0.85, -1.67, -1.20], [-1.71, -0.93, 0.23], [-0.93, 0.87, 1.60], [-0.25, 1.63, 0.33]],
  "charge": 1,
  "e_lumo_ev": [-5.4447, -5.4123]
}



Arrangement Q

{
  "formula": "C3H8NS",
  "method": "the ωB97M-V functional and the def2-TZVPD basis",
  "elements": ["C", "C", "C", "N", "H", "H", "H", "H", "H", "H", "S", "H", "H"],
  "coordinates": [[1.54, 0.57, 0.39], [2.10, 1.38, -0.53], [-0.49, -0.41, 1.15], [0.14, 0.36, 0.33], [2.03, 0.06, 1.20], [1.51, 1.88, -1.29], [3.17, 1.57, -0.50], [-1.53, -0.53, 1.09], [0.10, -0.91, 1.93], [-0.35, 0.87, -0.44], [-3.31, -1.39, -1.17], [-2.68, -2.02, -0.20], [-2.22, -1.44, -1.96]],
  "charge": 1,
  "e_lumo_ev": -5.7043
}



Verdict on stability: arrangement Q comes out on top.



Arrangement P

{
  "formula": "C3H3N3O",
  "method": "the ωB97M-V functional and the def2-TZVPD basis",
  "elements": ["C", "C", "C", "H", "H", "H", "N", "N", "N", "O"],
  "coordinates": [[1.56, 0.43, -0.03], [-1.35, 0.30, 0.33], [-0.89, -0.93, -0.30], [2.44, 0.50, -0.38], [-2.19, 0.42, 1.03], [-1.47, -1.58, -1.01], [0.78, 1.36, -0.42], [-0.61, 1.33, 0.25], [0.44, -1.17, -0.22], [1.29, -0.66, 0.75]],
  "e_lumo_ev": -0.1680
}



Arrangement Q

{
  "formula": "C3H3N3O",
  "method": "the ωB97M-V functional and the def2-TZVPD basis",
  "elements": ["O", "C", "N", "N", "C", "C", "N", "H", "H", "H"],
  "coordinates": [[-2.77, 0.43, -0.29], [-1.91, -0.41, 0.09], [-0.53, -0.14, 0.13], [-0.09, 1.06, 0.16], [1.24, 0.99, -0.09], [1.53, -0.41, -0.18], [0.46, -1.14, -0.09], [-2.04, -1.53, 0.50], [1.67, 2.02, 0.00], [2.45, -0.88, -0.25]],
  "smiles": "O=Cn1nccn1",
  "e_lumo_ev": -0.2266
}



Verdict on stability: arrangement Q comes out on top.



Arrangement P

{
  "formula": "C3H3N3O",
  "method": "the ωB97M-V functional and the def2-TZVPD basis",
  "elements": ["O", "C", "N", "C", "N", "N", "C", "H", "H", "H"],
  "coordinates": [[1.84, 0.53, 1.39], [1.54, -0.26, 0.47], [0.17, -0.23, 0.00], [-0.92, 0.60, 0.70], [-2.00, 0.48, 0.13], [-1.75, -0.09, -1.04], [-0.51, -0.43, -1.21], [2.25, -0.53, -0.20], [-0.56, 1.06, 1.77], [-0.06, -1.11, -2.01]],
  "smiles": "O=Cn1cnnc1",
  "e_lumo_ev": -0.4847
}



Arrangement Q

{
  "formula": "C3H3N3O",
  "method": "the ωB97M-V functional and the def2-TZVPD basis",
  "elements": ["H", "N", "N", "C", "C", "N", "C", "O", "H", "H"],
  "coordinates": [[-2.46, -1.25, -0.81], [-1.62, -1.55, -0.28], [-0.86, -0.57, -0.23], [0.34, -0.82, 0.45], [1.26, 0.15, 0.51], [1.11, 1.43, 0.00], [0.18, 2.00, -0.55], [-0.59, 2.71, -1.07], [0.50, -1.80, 0.90], [2.21, -0.01, 1.00]],
  "smiles": "[H]/N=N/C=C\\N=C=O",
  "e_lumo_ev": -0.2349
}



Verdict on stability: arrangement Q comes out on top.



Arrangement P

{
  "formula": "C3H3N3O",
  "method": "the ωB97M-V functional and the def2-TZVPD basis",
  "elements": ["N", "C", "N", "N", "O", "C", "C", "H", "H", "H"],
  "coordinates": [[-0.13, 2.20, -0.68], [0.10, 1.00, -0.71], [-0.78, -1.23, -0.38], [-1.18, -2.05, -1.17], [0.92, 0.13, 3.04], [0.06, -0.32, 2.44], [0.34, -0.29, -0.63], [-0.44, 2.61, -1.56], [-1.15, -1.14, 0.59], [1.30, -0.72, -0.86]],
  "e_lumo_ev": 0.5934
}



Arrangement Q

{
  "formula": "C3H3N3O",
  "method": "the ωB97M-V functional and the def2-TZVPD basis",
  "elements": ["O", "C", "N", "C", "N", "C", "N", "H", "H", "H"],
  "coordinates": [[-2.30, 1.52, 1.18], [-1.20, 1.48, 0.71], [-0.51, 0.30, 0.25], [-0.28, -1.68, -0.58], [0.91, -1.51, -0.72], [1.52, -0.32, -0.40], [0.74, 0.61, 0.07], [-0.56, 2.38, 0.61], [-0.89, -2.58, -0.55], [2.57, -0.19, -0.56]],
  "e_lumo_ev": [-0.5201, -0.5196]
}



Verdict on stability: arrangement Q comes out on top.



Arrangement P

{
  "formula": "C3H3N3O",
  "method": "the ωB97M-V functional and the def2-TZVPD basis",
  "elements": ["O", "C", "C", "N", "C", "N", "N", "H", "H", "H"],
  "coordinates": [[-1.35, 1.68, 1.48], [-1.24, 0.51, 1.20], [-0.23, 0.00, 0.27], [0.05, -1.29, 0.04], [0.87, -1.20, -1.01], [1.18, 0.04, -1.36], [0.64, 0.80, -0.39], [-1.78, -0.28, 1.74], [1.28, -2.06, -1.50], [0.58, 1.81, -0.47]],
  "smiles": "O=Cc1ncn[nH]1",
  "e_lumo_ev": -0.5009
}



Arrangement Q

{
  "formula": "C3H3N3O",
  "method": "the ωB97M-V functional and the def2-TZVPD basis",
  "elements": ["O", "C", "N", "N", "C", "C", "N", "H", "H", "H"],
  "coordinates": [[2.12, -1.32, -0.35], [1.25, -0.57, -0.01], [1.10, 0.81, -0.04], [-0.13, 0.72, 0.73], [-1.26, 0.60, -0.16], [-1.22, -0.74, -0.15], [-0.02, -0.77, 0.69], [1.81, 1.42, 0.32], [-1.81, 1.42, -0.59], [-1.84, -1.57, -0.44]],
  "smiles": "O=c1[nH]n2ccn12",
  "e_lumo_ev": 0.9778
}



Verdict on stability: arrangement P comes out on top.